# 1
Formula: C2H6N2OS
Source: the Open Molecules 2025 dataset
Level of theory: ωB97M-V with the def2-TZVPD basis set

The calculated total energy is -18032.3509 eV. Its charge is 0. The largest force on an atom is 1.8 eV Å⁻¹. The calculation puts the energy above the lowest of the compared OMol25 structures with the same formula, charge and spin at 236.81 kJ/mol. The frontier orbital gap comes out at 0.367 hartree. As for the structure (SMILES): [H]/N=C(/NO)SC.

```
12
Properties=species:S:1:pos:R:3:forces:R:3:nbo_charge:R:1
H 0.113450 1.486667 -0.158299 1.3 1.1 0.1 0.3500
N -0.790990 1.107097 -0.171075 -1.3 -1.3 0.0 -0.7485
C -0.667125 -0.160159 -0.168272 1.6 -0.3 0.0 0.2854
N -1.734580 -1.018005 -0.264291 -1.0 0.3 0.9 -0.3249
O -2.941508 -0.331600 0.074795 0.0 -0.3 -0.2 -0.5650
S 0.894560 -1.089845 -0.080803 -1.0 -0.5 0.1 0.1962
C 2.170961 0.155257 0.028109 -0.3 0.3 0.0 -0.7623
H -1.706902 -1.840706 0.352196 0.3 0.5 -0.4 0.3803
H -2.650716 0.577421 0.299289 0.1 -0.2 -0.2 0.4859
H 2.211473 0.654920 -0.930715 0.3 0.3 -0.1 0.2255
H 2.017133 0.881977 0.837504 0.1 -0.3 -0.1 0.2279
H 3.084242 -0.423024 0.181567 -0.1 0.2 0.0 0.2496
```
Positions in Å, forces in eV/Å.


# 2
Formula: C4H8N2Si
Source: the Open Molecules 2025 dataset
Level of theory: ωB97M-V with the def2-TZVPD basis set

The calculated total energy is -15134.4971 eV. Its charge is 0. The largest force on an atom is 3.8 eV Å⁻¹. The calculation puts the energy above the lowest of the compared OMol25 structures with the same formula, charge and spin at 24.20 kJ/mol. The frontier orbital gap comes out at 0.358 hartree.

```
15
Properties=species:S:1:pos:R:3:forces:R:3:nbo_charge:R:1
C 0.641039 -2.590616 0.064504 -0.2 0.1 -0.1 -0.0917
C -0.039855 -1.603160 -0.573704 -0.3 -0.3 -0.2 -0.1022
C 1.604443 -0.774238 0.574617 0.2 0.2 0.1 0.1794
C -1.676123 2.047685 0.643991 2.6 -1.1 -2.1 -0.8707
N 1.670637 -2.050397 0.779845 0.4 -0.3 0.4 -0.4466
N 0.578682 -0.417028 -0.253585 0.1 0.1 -0.1 -0.7502
Si 0.132039 1.183749 -0.791036 -2.8 1.1 2.4 1.1818
H 0.469502 -3.648180 0.059005 -0.1 -0.2 -0.1 0.2103
H -0.894742 -1.626308 -1.217527 -0.2 -0.1 -0.2 0.2155
H 2.272162 -0.050189 0.996084 0.2 0.2 0.1 0.1951
H -1.307051 2.963897 1.073917 0.1 0.2 0.1 0.2061
H -2.525724 2.204944 0.001581 -0.2 0.0 -0.2 0.2055
H -1.848246 1.286126 1.384963 0.0 -0.3 0.2 0.2096
H -0.388648 1.056994 -2.147997 0.0 0.1 -0.2 -0.1707
H 1.311885 2.016720 -0.594658 0.2 0.2 -0.1 -0.1712
```
Positions in Å, forces in eV/Å.


# 3
Formula: C13H28As3F2OPt
Source: the Open Molecules 2025 dataset
Level of theory: ωB97M-V with the def2-TZVPD basis set

The calculated total energy is -207172.7665 eV. Its charge is +1. The largest force on an atom is 0.5 eV Å⁻¹. The spin multiplicity is 3. The frontier orbital gap (alpha / beta) comes out at 0.318 / 0.218 hartree.

```
48
Properties=species:S:1:pos:R:3:forces:R:3:nbo_charge:R:1
Pt -0.182497 0.815390 -0.142883 0.3 -0.2 0.1 0.3322
C 2.718785 -0.747778 1.964259 -0.2 0.0 0.0 -0.9416
As 2.230617 0.315237 0.427260 -0.3 0.3 -0.3 1.0735
C 3.186716 1.966825 0.754147 0.0 0.0 0.0 -0.9534
C 3.271142 -0.450058 -1.054584 -0.1 0.1 0.1 -0.7180
C 2.616605 -1.494656 -1.982140 0.0 0.0 0.0 -0.0720
C 1.802600 -2.497071 -1.166801 0.0 0.1 0.0 -0.6217
C 1.744000 -0.814024 -3.048390 0.0 0.0 0.1 -0.7138
As 0.401285 0.499011 -2.493529 0.1 -0.1 -0.2 0.9720
C -1.052043 0.135851 -3.718425 -0.1 0.0 0.1 -0.9336
C 1.147313 2.134938 -3.225429 0.0 0.0 0.0 -0.9401
C 3.785115 -2.199838 -2.701900 0.0 0.0 -0.1 -0.7208
As 3.650081 -3.738446 -3.977421 0.0 0.0 0.0 0.9097
C 3.360832 -5.189697 -2.685801 0.0 0.0 0.0 -0.9550
C 1.824931 -3.725225 -4.713153 0.0 0.0 0.0 -0.9662
H 3.799524 -0.687262 2.087132 0.0 0.0 0.0 0.2412
H 2.403544 -1.779061 1.833207 0.0 0.0 0.0 0.2588
H 2.221296 -0.336617 2.840781 0.0 0.0 0.0 0.2565
H 4.258125 1.770388 0.788580 0.0 0.0 0.0 0.2435
H 2.865185 2.380536 1.708743 0.0 0.0 0.0 0.2524
H 2.969719 2.686863 -0.032361 0.0 0.0 0.0 0.2455
H 4.125928 -0.903504 -0.545856 0.0 0.0 0.0 0.2440
H 3.654567 0.396372 -1.630684 0.0 0.0 0.0 0.2360
H 0.956319 -2.012496 -0.677794 0.0 0.0 0.0 0.2038
H 2.418394 -2.963460 -0.395101 0.0 0.0 0.0 0.2208
H 1.411892 -3.285699 -1.805234 0.0 0.0 0.0 0.2260
H 1.201423 -1.576010 -3.604355 0.0 0.0 0.0 0.2524
H 2.379023 -0.282215 -3.761585 0.0 0.0 0.0 0.2371
H -0.661447 0.050138 -4.731322 0.0 0.0 0.0 0.2425
H -1.770400 0.952212 -3.670150 0.0 0.0 0.0 0.2529
H -1.549169 -0.789815 -3.434351 0.0 0.0 0.0 0.2482
H 1.324247 2.004127 -4.292676 0.0 0.0 0.0 0.2405
H 2.088299 2.367358 -2.728579 0.0 0.0 0.0 0.2360
H 0.453983 2.958861 -3.068442 0.0 0.0 0.0 0.2523
H 4.461939 -2.609956 -1.945493 0.0 0.0 0.0 0.2268
H 4.364093 -1.447117 -3.244229 0.0 0.0 0.0 0.2232
H 4.119927 -5.147693 -1.905370 0.0 0.0 0.0 0.2293
H 3.474104 -6.136522 -3.212044 0.0 0.0 0.0 0.2410
H 2.372427 -5.162149 -2.230192 0.0 0.0 0.0 0.2109
H 1.685179 -2.904216 -5.414750 0.0 0.0 0.0 0.2265
H 1.041729 -3.712284 -3.955874 0.0 0.0 0.0 0.2035
H 1.735319 -4.655589 -5.274388 0.0 0.0 0.0 0.2470
O -1.293092 2.415895 2.257851 0.1 0.1 -0.1 -0.3860
C -0.837989 1.913332 1.356961 -0.1 -0.1 0.2 0.4549
F -0.164822 -1.578969 1.512979 -0.1 -0.1 0.0 -0.3633
C -1.089685 -0.978606 0.708579 0.2 0.1 -0.1 0.3424
F -2.136086 -0.632584 1.489232 0.0 0.0 0.0 -0.3405
H -1.435799 -1.710054 -0.025724 0.0 0.0 -0.1 0.1430
```
Positions in Å, forces in eV/Å.